{
  "formula": "C21H28Br4CsN5O6S3",
  "method": "ωB97M-V with the def2-TZVPD basis set",
  "symbols": ["Cs", "Br", "Br", "Br", "Br", "S", "S", "S", "O", "O", "O", "O", "O", "O", "N", "N", "N", "N", "N", "C", "C", "C", "C", "C", "C", "C", "C", "C", "C", "C", "C", "C", "C", "C", "C", "C", "C", "C", "C", "C", "H", "H", "H", "H", "H", "H", "H", "H", "H", "H", "H", "H", "H", "H", "H", "H", "H", "H", "H", "H", "H", "H", "H", "H", "H", "H", "H", "H"],
  "positions_angstrom": [[-0.435754, 0.923209, 0.904346], [2.616080, 2.784047, 5.325442], [-1.921365, 1.293785, 8.521718], [-3.319074, -0.004188, 5.767824], [1.065515, 2.719514, 8.295527], [-1.096570, -5.057838, -2.908446], [-1.655730, -2.171852, -1.014390], [1.418764, -2.770672, -2.189949], [-1.524313, 0.370340, 3.373948], [-1.460666, 2.881212, -3.674066], [-0.722477, 1.697295, -1.932366], [-2.991541, 6.924289, -3.094565], [0.935519, 1.462959, 3.203205], [-2.460449, 5.045060, -4.158595], [0.745245, -2.108126, 3.018752], [2.355070, -1.224837, 0.527485], [2.662930, 1.504761, 0.051496], [-1.141723, 3.822085, -0.265572], [-1.506935, 4.987905, 0.279428], [1.257551, -3.699943, -3.735997], [-1.596088, 0.812211, 5.701835], [-1.459646, 3.917246, -1.547880], [-1.047604, -1.339443, -2.508852], [-2.937898, -3.310155, -1.605078], [-2.653183, -4.110495, -2.871395], [-0.125390, -4.170350, -4.175100], [1.084370, -2.885146, 1.829055], [0.354359, 1.445570, 4.342786], [0.478312, -1.254366, -2.503090], [-1.186894, 2.719277, -2.439744], [0.237303, 1.951916, 6.766434], [-2.549858, 5.786725, -3.090195], [-1.004580, 1.362936, 6.858022], [2.435768, -2.479750, 1.267650], [0.894166, 1.982824, 5.516434], [3.522591, 0.562514, -0.660110], [-2.044398, 5.182582, -1.826797], [-0.994848, 0.835349, 4.434207], [-2.053208, 5.831136, -0.612742], [3.660325, -0.715887, 0.151622], [-0.160464, -2.384526, 3.378962], [-3.874426, -2.764564, -1.745806], [-2.665012, -3.470851, -3.753559], [-1.360360, 5.130188, 1.264124], [-1.426501, -0.319710, -2.543899], [-2.409126, 6.816464, -0.366039], [3.151484, -2.418930, 2.103040], [1.909533, -0.520120, 1.104201], [0.818165, -0.790762, -3.433003], [0.810448, -0.605083, -1.691228], [-1.412894, -1.869167, -3.383348], [1.698302, -3.116955, -4.550128], [4.522438, 0.956741, -0.889244], [3.064173, 1.790825, 0.939215], [-3.458772, -4.834101, -3.010285], [0.346171, -2.823902, 1.017714], [2.481599, 2.335959, -0.497550], [0.650263, -1.110057, 2.841956], [-3.073189, -3.981607, -0.755979], [-2.049503, 4.077422, -3.920410], [4.293091, -0.520893, 1.036229], [-0.007634, -4.847561, -5.024130], [1.906981, -4.563218, -3.571712], [1.140517, -3.935022, 2.130977], [2.791825, -3.244050, 0.568912], [4.169605, -1.480412, -0.443380], [-0.725137, -3.333753, -4.519319], [3.034719, 0.323961, -1.608589]],
  "atomic_forces_ev_per_a": [[-0.342, -0.112, -0.372], [-0.006, -0.005, 0.006], [-0.023, -0.006, 0.030], [0.016, 0.005, 0.001], [0.016, 0.011, 0.021], [-0.006, 0.061, -0.037], [-0.041, -0.040, 0.027], [-0.051, -0.023, -0.091], [-0.114, -0.136, 0.231], [-0.057, -0.094, 0.301], [0.009, 0.155, -0.097], [-0.035, -0.037, 0.043], [0.262, -0.002, 0.195], [-0.188, 0.058, 0.039], [-0.007, -0.010, 0.014], [-0.048, -0.071, 0.089], [0.169, 0.075, -0.044], [-0.015, 0.065, 0.064], [-0.017, 0.019, -0.058], [0.093, 0.146, 0.171], [-0.013, 0.020, -0.023], [0.062, -0.259, 0.202], [-0.004, -0.101, 0.093], [0.140, 0.212, 0.009], [0.101, -0.093, -0.056], [-0.109, -0.155, 0.079], [-0.037, 0.047, 0.010], [-0.090, -0.030, -0.039], [0.137, -0.048, -0.035], [0.014, 0.105, -0.441], [-0.070, -0.039, 0.002], [0.085, 0.167, -0.057], [0.105, 0.046, -0.004], [-0.004, 0.016, -0.008], [-0.002, -0.009, -0.018], [-0.163, -0.004, 0.012], [-0.004, -0.017, 0.069], [0.134, 0.031, 0.043], [-0.010, 0.022, -0.119], [0.003, 0.046, 0.045], [-0.011, 0.047, 0.002], [-0.033, -0.067, -0.035], [-0.026, 0.007, 0.024], [0.003, -0.019, -0.004], [0.009, 0.021, -0.009], [0.013, -0.009, 0.045], [0.019, -0.002, -0.018], [0.127, -0.005, 0.100], [-0.017, 0.002, 0.021], [-0.064, 0.029, -0.018], [-0.005, -0.008, -0.012], [-0.017, -0.048, -0.055], [0.038, -0.027, 0.003], [-0.067, 0.002, 0.033], [-0.031, 0.027, 0.024], [0.013, -0.001, -0.014], [-0.028, -0.036, 0.029], [0.076, 0.008, 0.078], [-0.040, -0.032, -0.026], [0.131, 0.044, -0.308], [-0.003, -0.016, -0.007], [0.021, 0.032, -0.017], [-0.016, -0.011, -0.044], [0.017, -0.016, -0.020], [-0.025, -0.031, 0.012], [0.008, 0.035, -0.042], [-0.003, 0.059, -0.033], [0.018, 0.000, -0.008]],
  "mulliken_charge": [1.591, -0.239, -0.244, -0.231, -0.249, -0.085, -0.046, 0.053, -0.721, -0.872, -0.354, -0.690, -0.692, -0.603, -0.582, 0.450, -0.372, -0.177, -0.044, -0.780, -0.177, -0.040, -0.583, -0.699, -0.775, -0.594, -0.087, 0.135, -0.351, 0.407, 0.244, 0.496, 0.040, -0.950, -0.165, -0.627, 0.370, 0.165, -0.714, -0.775, 0.270, 0.302, 0.358, 0.129, 0.312, 0.521, 0.391, -0.544, 0.685, -0.336, 0.195, 0.317, 0.377, 0.155, 0.447, -0.102, 0.218, 0.045, 0.350, 0.457, 0.407, 0.471, 0.348, 0.480, 0.439, 0.376, 0.260, 0.242],
  "lumo_energy_ev": 3.30,
  "total_charge": -2,
  "gap_ev": 4.29,
  "homo_ha": -0.0365
}